12
Properties=species:S:1:pos:R:3 method="wB97M-V/def2-TZVPD" e_lumo_ev="-1.030 / -1.029" spin_multiplicity=1 homo_lumo_gap_ev="7.93 / 7.93" e_above_lowest_kj_mol=242.04
C 1.620 0.847 -0.433
C 0.806 0.168 0.570
N -0.402 0.364 0.806
O -1.155 1.049 -0.037
H 1.365 0.524 -1.471
H 2.592 0.404 -0.108
H 1.721 1.879 -0.245
H 1.327 -0.399 1.335
H -0.828 0.818 -0.975
O -2.738 -2.051 1.434
N -1.981 -1.650 0.661
I -2.327 -1.953 -1.537